[1]
DFT (ωB97M-V/def2-TZVPD) results for the molecule C18H20N2O4.

The energy relative to the best compared isomer or geometry (same formula, charge and spin) is 3.3176 eV. The lowest unoccupied orbital energy is 0.525 eV. The frontier orbital gap is 8.697 eV. For the HOMO energy, the calculation gives -8.17 eV.

The geometry in ORCA input format:
```
! wB97M-V def2-TZVPD RIJCOSX def2/J DEFGRID3
* xyz 0 1
O 3.399 3.112 1.750
C -2.300 1.657 0.682
C 1.787 0.761 -1.118
C 1.020 1.128 0.012
C 1.447 -1.808 -1.142
C -1.693 -2.161 1.043
O -1.375 -2.070 -1.290
C -2.129 -0.735 1.458
C -0.816 -2.115 -0.194
C -3.600 2.473 -1.228
H -2.682 3.736 0.125
O 3.792 -1.567 -1.372
O 3.062 -2.154 0.720
H -0.006 0.619 -0.030
C -3.446 0.109 -0.711
H 1.370 -2.459 -1.956
N 0.533 -2.042 -0.051
C -2.897 2.722 -0.048
H -1.537 1.767 1.485
H -2.907 -0.871 2.346
C 3.657 1.861 -0.355
H -2.713 -2.585 0.720
C 3.121 1.028 -1.207
C 2.895 -1.825 -0.628
H -3.762 -0.927 -0.931
H -1.263 -3.949 2.121
H -1.835 -2.687 2.816
H -4.718 0.802 -2.189
C -3.975 1.139 -1.511
H -1.256 -0.259 1.900
H 4.297 3.372 1.578
C 2.975 2.307 0.748
C 1.150 -0.382 -1.859
H 1.546 -0.520 -2.890
H 1.195 1.765 1.931
H 0.159 -0.144 -1.842
C -2.608 0.306 0.455
N -1.101 -2.926 2.156
H 4.075 -2.310 0.886
H -3.856 3.368 -1.729
H 4.712 2.196 -0.447
C 1.688 1.852 1.023
H 3.656 0.677 -2.051
H 0.940 -2.263 0.825
*
```

***

[2]
DFT (ωB97M-V/def2-TZVPD) results for a structure of composition C18H20N2O4PdS.

The energy relative to the best compared isomer or geometry (same formula, charge and spin) is 0.6315 eV. The lowest unoccupied orbital energy is 0.439 eV. The frontier orbital gap is 8.116 eV. For the HOMO energy, the calculation gives -7.68 eV.

The geometry in ORCA input format:
```
! wB97M-V def2-TZVPD RIJCOSX def2/J DEFGRID3
* xyz 0 1
H 0.450 -1.894 -1.010
C 0.037 3.453 1.423
C -1.542 1.623 1.619
C 1.560 -3.561 1.056
N 0.229 1.047 -2.356
O -1.324 -1.606 -3.016
H 4.751 -1.659 2.084
N -2.228 2.585 -2.512
C 3.714 -3.537 2.127
H 0.796 -0.415 -0.088
C -3.275 2.400 -1.699
C -1.917 1.596 -3.429
C 2.565 -4.218 1.750
H 4.498 -4.051 2.666
H 0.671 -4.103 0.757
C 3.854 -2.195 1.803
H 0.243 4.494 1.212
C 2.845 -1.537 1.116
H -3.891 1.505 -1.786
H 1.593 0.613 2.428
H -2.096 3.664 1.166
H -1.716 -0.816 2.802
H 1.213 1.279 -2.369
H 2.960 -0.491 0.858
C -2.478 -1.618 -2.850
Pd -1.469 1.865 -0.690
C 0.791 1.264 2.104
O -3.618 -1.681 -2.695
H 0.017 -1.181 2.811
C -0.412 1.436 -3.632
H -2.562 1.259 1.646
H -0.017 2.412 -3.920
H -0.229 0.721 -4.433
H -3.726 3.278 -1.249
C 1.687 -2.210 0.738
O -2.725 0.954 -4.071
C 1.054 2.608 1.812
H 2.064 2.988 1.906
H 0.144 0.043 -2.250
H 2.452 -5.266 1.992
C 0.601 -1.487 -0.007
C -0.780 -0.680 2.258
O -1.972 -0.934 -0.145
C -1.281 2.973 1.333
S -1.038 -1.683 0.745
C -0.492 0.760 1.992
*
```

***

[3]
DFT (ωB97M-V/def2-TZVPD) results for a structure of composition C18H20N2O5S.

The energy relative to the best compared isomer or geometry (same formula, charge and spin) is 17.2503 eV. The lowest unoccupied orbital energy is -0.372 eV. The frontier orbital gap is 7.625 eV. For the HOMO energy, the calculation gives -8.00 eV.

The geometry in ORCA input format:
```
! wB97M-V def2-TZVPD RIJCOSX def2/J DEFGRID3
* xyz 0 1
C 0.738 -1.304 -0.210
O 0.027 -2.465 1.786
C -2.171 4.059 -1.066
N 1.599 -0.251 -1.927
N 1.380 -3.696 0.316
H 1.973 -5.457 0.513
H 1.177 -5.001 4.312
C -3.221 5.953 -2.380
H -3.674 6.738 -2.040
C 2.267 -3.151 3.994
H 2.063 -3.417 -0.506
H 1.416 -2.653 3.752
H 2.835 -2.564 4.635
H -4.628 5.984 -4.669
C 2.864 -4.360 2.202
H 0.140 2.472 -1.060
C 2.928 -5.519 3.277
H -2.124 3.340 -0.349
C 1.542 -4.784 1.183
H 3.874 -4.508 1.226
C -2.823 5.210 -1.102
C -2.570 3.957 -3.499
H -3.075 5.298 -0.156
C -2.068 3.336 -2.405
H -2.147 3.683 -4.590
C 2.333 -4.607 4.373
C 0.607 -2.555 0.720
C -3.095 5.439 -3.567
C -3.581 6.062 -4.751
H 1.069 2.248 -2.521
H -2.909 5.608 -5.608
H 2.643 -6.375 2.887
C -0.783 0.524 1.008
H -0.792 -0.976 1.805
H 3.950 -5.553 3.527
C 0.261 0.047 -0.027
H 0.763 -4.623 1.836
H 2.465 -4.955 5.238
O 1.522 -1.213 -1.059
C 0.269 1.993 -1.769
O 3.007 -3.205 2.426
C 0.730 0.494 -1.404
O -1.053 1.870 1.016
O -1.233 -0.165 1.996
H -3.320 7.273 -4.646
S -1.175 1.770 -2.717
*
```

***

[4]
DFT (ωB97M-V/def2-TZVPD) results for a structure of composition C18H20NO5RhSSe.

The energy relative to the best compared isomer or geometry (same formula, charge and spin) is 0.3039 eV. The lowest unoccupied orbital energy (spin up / spin down) is 4.297 / 4.297 eV. The frontier orbital gap (spin up / spin down) is 5.202 / 5.185 eV. For the HOMO energy (spin up / spin down), the calculation gives -0.91 / -0.89 eV.

The geometry in ORCA input format:
```
! wB97M-V def2-TZVPD RIJCOSX def2/J DEFGRID3
* xyz -2 1
H -2.972 -0.150 0.118
H 4.287 -2.150 -0.315
Se 2.883 0.362 -1.138
H -3.881 -3.051 1.793
Rh 0.349 0.374 0.310
O -2.249 -3.226 0.115
H -3.918 -0.115 6.432
C -1.843 0.873 -1.370
H 4.756 3.062 -3.413
H 3.807 2.682 -1.964
C -4.236 -1.893 3.578
C -3.751 -0.911 4.436
H -0.799 -0.291 2.862
H -5.209 -1.242 5.992
C 8.648 -0.327 -3.510
H -2.102 0.418 4.807
S -1.329 -2.314 0.768
O 0.795 0.612 1.951
C 6.649 1.090 -2.900
C -2.280 -0.428 -0.690
C 5.270 -1.084 -1.897
O -1.036 1.592 -0.639
H -5.204 0.397 5.343
H 5.181 -3.188 -1.465
C 4.646 0.183 -1.860
C -3.505 -2.295 2.469
C 7.264 -0.154 -2.938
H 8.694 -0.024 -4.560
H 3.610 -2.443 -1.882
C 4.808 2.676 -2.390
H -2.789 -1.072 -1.404
O -0.090 -2.840 1.274
N -1.060 -1.049 -0.157
C -2.267 -1.725 2.199
C 4.559 -2.294 -1.363
H 9.388 0.271 -2.970
H -5.200 -2.352 3.777
C 5.373 1.278 -2.378
H 8.962 -1.371 -3.453
H 6.998 -2.219 -2.440
O -2.245 1.147 -2.488
H 7.180 1.957 -3.291
C -4.563 -0.446 5.617
C -1.770 -0.748 3.052
C 6.548 -1.229 -2.427
H 5.443 3.354 -1.812
C -2.509 -0.349 4.157
*
```